1.
{
  "formula": "C39H21CdN8O2S",
  "method": "wB97M-V/def2-TZVPD",
  "fmax_ha_per_bohr": 0.0082,
  "e_above_lowest_kj_mol": 24.5,
  "total_charge": -1,
  "lumo_ev": [1.05, 1.05],
  "e_tot_ha": -2653.51687,
  "homo_ev": [-4.0, -4.0],
  "elements": ["Cd", "C", "C", "C", "C", "C", "N", "C", "C", "C", "C", "C", "C", "C", "C", "N", "C", "N", "C", "N", "C", "N", "C", "N", "C", "N", "C", "C", "C", "C", "C", "C", "C", "C", "C", "C", "C", "C", "C", "C", "N", "H", "H", "H", "H", "H", "H", "H", "H", "H", "H", "H", "H", "H", "H", "H", "H", "O", "C", "O", "C", "C", "C", "C", "S", "C", "C", "H", "H", "H", "H", "H"],
  "coordinates": [[-1.0206, 0.5565, -0.3406], [1.0944, -4.0294, -4.8513], [0.5012, -4.9498, -3.9777], [-0.0058, -4.5509, -2.7523], [0.0826, -3.2045, -2.4254], [-0.3165, -2.4459, -1.2312], [-0.8288, -3.0176, -0.1530], [-1.0603, -2.3942, 0.9965], [-1.3923, -3.1017, 2.2357], [-1.6131, -4.4425, 2.5230], [-1.8856, -4.7841, 3.8366], [-1.9237, -3.8112, 4.8450], [-1.6907, -2.4765, 4.5599], [-1.4309, -2.1327, 3.2398], [-1.1180, -0.8561, 2.5883], [-0.9859, 0.2860, 3.2628], [-0.4863, 1.3879, 2.7426], [-0.0195, 1.5854, 1.4905], [0.4564, 2.8475, 1.3639], [1.0318, 3.4034, 0.3200], [1.2414, 2.7803, -0.8405], [0.7425, 1.6000, -1.2626], [1.3123, 1.2503, -2.4435], [1.1969, 0.1035, -3.1045], [0.6301, -0.9860, -2.6155], [0.0080, -1.1454, -1.4228], [0.6732, -2.2883, -3.2944], [1.1926, -2.6887, -4.5181], [2.1947, 2.3342, -2.8723], [2.9956, 2.5050, -3.9955], [3.7348, 3.6706, -4.0881], [3.6905, 4.6392, -3.0750], [2.9058, 4.4616, -1.9499], [2.1508, 3.2977, -1.8634], [0.2903, 3.5454, 2.6544], [0.6180, 4.8249, 3.0730], [0.3297, 5.1646, 4.3868], [-0.2648, 4.2450, 5.2556], [-0.5857, 2.9629, 4.8338], [-0.3007, 2.6307, 3.5192], [-0.9542, -1.0705, 1.2707], [1.4828, -4.3766, -5.8007], [0.4420, -5.9914, -4.2689], [-0.4602, -5.2547, -2.0675], [-1.5732, -5.1853, 1.7370], [-2.0702, -5.8192, 4.0965], [-2.1360, -4.1157, 5.8625], [-1.7083, -1.7178, 5.3314], [1.6557, -1.9699, -5.1813], [3.0266, 1.7474, -4.7675], [4.3586, 3.8407, -4.9568], [4.2816, 5.5408, -3.1787], [2.8709, 5.1987, -1.1583], [1.0809, 5.5264, 2.3916], [0.5665, 6.1568, 4.7505], [-0.4771, 4.5425, 6.2753], [-1.0439, 2.2427, 5.4986], [-5.2686, 2.8816, -6.8581], [-4.0091, 2.6164, -6.4132], [-3.1019, 2.6053, -7.1993], [-3.8604, 2.3684, -4.9545], [-4.8474, 2.6584, -4.0136], [-4.6582, 2.3904, -2.6724], [-3.4684, 1.8134, -2.2070], [-3.3126, 1.4682, -0.4948], [-2.4763, 1.5381, -3.1623], [-2.6636, 1.8138, -4.5009], [-5.8898, 2.7596, -6.1299], [-5.7832, 3.1346, -4.2929], [-5.4380, 2.6309, -1.9617], [-1.5356, 1.1019, -2.8491], [-1.8837, 1.5960, -5.2185]],
  "mulliken_charge": [1.20, -0.57, -0.59, -0.03, 0.11, -0.24, -0.56, -0.38, 0.28, -0.18, -0.56, -0.58, -0.17, 0.20, -0.05, -0.59, 0.04, -0.49, -0.04, -0.58, -0.24, 0.10, -0.49, -0.50, -0.20, -0.30, 0.33, -0.22, 0.31, -0.24, -0.60, -0.57, -0.10, 0.20, 0.15, -0.09, -0.59, -0.57, -0.13, 0.09, -0.09, 0.39, 0.37, 0.54, 0.53, 0.38, 0.38, 0.53, 0.54, 0.55, 0.39, 0.38, 0.53, 0.53, 0.37, 0.38, 0.54, -0.49, 0.71, -0.57, 0.42, -0.83, -0.97, 0.37, -0.60, -0.44, -0.44, 0.29, 0.21, 0.38, 0.69, 0.47]
}

---

2.
{
  "formula": "C39H26Cl2F12I2N3O3SY",
  "method": "wB97M-V/def2-TZVPD",
  "fmax_ha_per_bohr": 0.0203,
  "e_above_lowest_kj_mol": 9.8,
  "total_charge": -2,
  "lumo_ev": 3.36,
  "e_tot_ha": -5042.88336,
  "homo_ev": -1.7,
  "elements": ["Y", "I", "C", "C", "C", "I", "C", "O", "C", "C", "N", "C", "C", "C", "C", "C", "C", "N", "C", "H", "H", "H", "H", "H", "H", "H", "H", "H", "H", "H", "C", "C", "C", "C", "C", "N", "C", "C", "C", "C", "C", "C", "C", "C", "O", "C", "F", "F", "F", "C", "F", "F", "F", "C", "C", "C", "O", "C", "F", "F", "F", "C", "F", "F", "F", "H", "H", "H", "H", "H", "H", "H", "H", "H", "H", "H", "H", "Cl", "C", "C", "C", "C", "C", "Cl", "C", "S", "H", "H", "H"],
  "coordinates": [[-0.0349, 0.7642, -0.3313], [-7.4533, 4.0886, -1.9149], [-5.5521, 3.2345, -1.8476], [-4.9126, 2.8677, -3.0191], [-3.6461, 2.3168, -2.9572], [-2.6844, 1.7972, -4.7236], [-2.9523, 2.0875, -1.7398], [-1.7755, 1.5969, -1.7164], [-3.6520, 2.4827, -0.5529], [-3.0585, 2.2527, 0.8159], [-1.6314, 2.5552, 0.9080], [-1.3092, 3.9430, 0.6417], [0.0094, 4.1916, -0.0552], [0.6379, 5.4267, 0.0473], [1.7704, 5.6749, -0.7098], [2.2419, 4.6902, -1.5622], [1.5635, 3.4830, -1.5923], [0.4921, 3.2346, -0.8454], [-4.9120, 3.0469, -0.6284], [-5.3883, 3.0134, -3.9797], [-3.1606, 1.2056, 1.1111], [-3.6419, 2.8537, 1.5317], [-1.2526, 2.2461, 1.7975], [-1.3627, 4.5733, 1.5404], [-2.0733, 4.3266, -0.0448], [0.2406, 6.1735, 0.7229], [2.2826, 6.6262, -0.6287], [3.1231, 4.8296, -2.1722], [1.8944, 2.6530, -2.2093], [-5.4041, 3.3438, 0.2914], [-0.7817, -5.2989, -2.9701], [-0.1645, -4.2101, -2.1348], [-0.2361, -4.2385, -0.7452], [0.2983, -3.2144, 0.0032], [0.9334, -2.1034, -0.5826], [1.3527, -1.0406, 0.2152], [2.0958, -1.2743, 1.3333], [2.7279, -2.5285, 1.5416], [3.4737, -2.8362, 2.6553], [3.6785, -1.8989, 3.6601], [4.4933, -2.2015, 4.8871], [3.1467, -0.6387, 3.4374], [2.3932, -0.2788, 2.3232], [2.0499, 1.2124, 2.1323], [0.8964, 1.4815, 1.4844], [1.9443, 1.9974, 3.4788], [3.1319, 2.2695, 4.0830], [1.1919, 1.3485, 4.3757], [1.3640, 3.1973, 3.2992], [3.2155, 1.8469, 1.3087], [3.1372, 1.4381, 0.0363], [4.4494, 1.5396, 1.7502], [3.1558, 3.1998, 1.2822], [0.9776, -2.0490, -1.9985], [0.4438, -3.1143, -2.7254], [1.5302, -0.7878, -2.7103], [1.0808, 0.3661, -2.1594], [1.0649, -0.6955, -4.2005], [1.5478, -1.6475, -5.0471], [1.4420, 0.4739, -4.7437], [-0.2683, -0.7585, -4.2786], [3.0820, -0.8379, -2.7006], [3.5841, -1.0088, -1.4779], [3.6280, 0.2929, -3.1924], [3.5693, -1.8526, -3.4589], [-0.9431, -6.1995, -2.3749], [-1.7511, -4.9994, -3.3793], [-0.1451, -5.5673, -3.8166], [-0.7461, -5.0557, -0.2444], [0.2020, -3.2208, 1.0814], [2.6182, -3.2845, 0.7771], [3.9091, -3.8290, 2.7342], [4.3796, -3.2449, 5.1922], [5.5637, -2.0266, 4.7321], [4.1849, -1.5803, 5.7306], [3.3566, 0.1119, 4.1863], [0.4820, -3.0921, -3.8042], [-2.4044, -1.1646, -1.0601], [-2.8971, -2.2146, 0.2411], [-3.6798, -3.2984, -0.1070], [-4.1258, -4.1678, 0.8788], [-3.7724, -3.9169, 2.1956], [-2.9847, -2.8235, 2.5045], [-2.5926, -2.6004, 4.1966], [-2.4851, -1.9096, 1.5565], [-1.4386, -0.6007, 1.9687], [-3.9233, -3.4523, -1.1493], [-4.7355, -5.0253, 0.6258], [-4.0993, -4.5668, 2.9960]],
  "mulliken_charge": [-0.61, -0.04, -0.46, -0.37, -0.41, -0.05, -0.67, 0.63, 0.96, -1.06, 0.20, -1.10, 0.77, -1.07, -0.34, -0.92, -0.35, 0.78, -0.66, 0.36, 0.16, 0.30, 0.16, 0.31, 0.44, 0.44, 0.38, 0.46, 0.34, 0.37, -1.69, 0.77, -1.24, -0.02, -0.29, 1.37, 0.46, -0.63, -1.24, 0.35, -1.69, -0.73, -0.58, 1.84, 0.21, 0.14, -0.31, -0.23, -0.21, 0.20, 0.00, -0.34, -0.31, -1.29, -0.78, 2.52, -0.11, 0.17, -0.30, -0.29, -0.14, 0.21, -0.20, -0.30, -0.32, 0.41, 0.24, 0.41, 0.22, 0.69, 0.40, 0.30, 0.38, 0.28, 0.39, 0.39, 0.53, -0.08, 0.39, -0.79, -0.48, -0.75, 0.34, -0.26, 0.19, -0.32, 0.42, 0.34, 0.40]
}